Entry 1:
2 unconnected molecules or ions with the total composition CH3N2O, computed with the ωB97M-V functional and the def2-TZVPD basis.

Structure (XYZ):
```
7
Properties=species:S:1:pos:R:3:forces:R:3
O 0.66488 1.07306 -0.12061 -1.20 0.93 -0.34
N -1.16966 -0.22877 0.01198 -2.44 1.00 -0.04
N -2.25070 -0.10465 -0.02565 -0.70 -0.33 -0.15
C 0.18151 -0.14715 0.05836 4.55 -3.91 -3.44
H 1.48852 1.14595 0.33846 1.04 0.37 0.59
H 0.51399 -0.73004 0.91837 0.05 -0.05 -0.03
H 0.57146 -1.00840 -1.18091 -1.31 1.98 3.41
```
Forces are in eV/Å.

Multiplicity: 1
Total charge: +1
Gap between HOMO and LUMO, eV: 10.28
LUMO level, hartree: -0.2403

---

Entry 2:
A molecular structure, CH3N2O, computed with the ωB97M-V functional and the def2-TZVPD basis.

Structure (XYZ):
```
7
Properties=species:S:1:pos:R:3:forces:R:3
O -1.63764 -0.37501 -0.37149 -0.58 1.12 0.96
N 0.51329 0.86978 0.17267 -0.35 1.32 -1.87
N -0.09308 0.35727 1.12447 1.02 -0.96 -0.07
C 0.38915 -0.53660 0.03934 0.03 1.96 2.23
H 1.24499 -1.28045 -0.00212 -1.33 0.54 0.03
H 0.34990 1.77022 -0.40516 0.44 -1.16 1.19
H -0.76661 -0.80521 -0.55771 0.77 -2.83 -2.48
```
Forces are in eV/Å.

Multiplicity: 1
Total charge: +1
Gap between HOMO and LUMO (alpha / beta), eV: 8.19 / 9.37
LUMO level (alpha / beta), hartree: -0.3179 / -0.3110

---

Entry 3:
A molecular structure, CH3N2O2, computed with the ωB97M-V functional and the def2-TZVPD basis.

Structure (XYZ):
```
8
Properties=species:S:1:pos:R:3:forces:R:3
O -0.93751 0.43715 -1.37329 1.08 -0.17 0.16
O -2.51894 0.32784 0.05274 -1.08 -0.08 0.77
N -0.57881 -0.15300 0.79401 4.78 -0.80 1.10
N -1.29303 0.19387 -0.16371 -1.28 0.81 -2.37
C 1.26964 -0.21945 0.25866 -5.51 0.58 -1.40
H 0.90482 -0.08815 -0.83470 1.40 -0.42 1.57
H 1.54812 -1.23455 0.58496 0.24 0.94 0.02
H 1.60570 0.73629 0.68134 0.37 -0.87 0.14
```
Forces are in eV/Å.

Multiplicity: 1
Total charge: -1
Gap between HOMO and LUMO, eV: 8.14
LUMO level, hartree: 0.1665

---

Entry 4:
2 unconnected molecules or ions with the total composition CH3N2O2, computed with the ωB97M-V functional and the def2-TZVPD basis.

Structure (XYZ):
```
8
Properties=species:S:1:pos:R:3:forces:R:3
O -0.19157 0.07283 -0.66305 -1.92 1.05 -0.55
O -2.64726 0.71365 -2.00512 1.19 2.18 4.56
N 0.93550 -0.37460 1.23433 0.36 0.25 0.28
N -2.44314 1.19711 -1.03981 -0.40 -2.51 -4.28
C 0.77311 -0.35906 -0.04887 0.25 -1.07 -2.02
H 0.21426 0.21071 1.60625 0.21 0.16 1.69
H 1.49574 -0.85161 -0.66610 1.04 -0.39 -0.21
H 1.86337 -0.60904 1.58238 -0.73 0.32 0.53
```
Forces are in eV/Å.

Multiplicity: 1
Total charge: +1
Gap between HOMO and LUMO (alpha / beta), eV: 6.39 / 6.40
LUMO level (alpha / beta), hartree: -0.3112 / -0.3111

---

Entry 5:
A gas-phase ion, CH3N2O3S (charge -1), computed with the ωB97M-V functional and the def2-TZVPD basis.

Structure (XYZ):
```
10
Properties=species:S:1:pos:R:3:forces:R:3
S -0.55585 -0.65590 -0.99061 -0.53 0.36 0.57
O -0.45081 -1.83135 -0.04425 -0.03 1.35 -2.11
O 0.32816 -0.59738 -2.16878 -0.46 -0.90 0.71
O -1.93966 -0.25050 -1.29044 0.96 -0.42 0.37
N -0.04987 0.56282 1.39898 -1.36 0.04 1.11
N 1.19993 0.06398 0.85365 1.44 -1.00 0.56
C 0.26352 0.65911 0.00323 -2.49 0.88 -1.03
H 0.06729 1.36531 2.04008 0.48 -0.12 -1.22
H 0.91299 -0.96311 0.75855 1.00 1.12 0.17
H 0.22431 1.64700 -0.56042 1.00 -1.30 0.89
```
Forces are in eV/Å.

Multiplicity: 1
Total charge: -1
Gap between HOMO and LUMO, eV: 9.27
LUMO level, hartree: 0.1508

---

Entry 6:
2 unconnected molecules or ions with the total composition CH3N2O3S, computed with the ωB97M-V functional and the def2-TZVPD basis.

Structure (XYZ):
```
10
Properties=species:S:1:pos:R:3:forces:R:3
S 1.16301 -0.53311 0.55582 -1.67 1.31 0.37
O 2.57871 -0.58162 0.31939 0.15 -0.61 -0.38
O 0.49525 -1.43045 -0.77230 2.00 0.62 0.21
O 0.61766 -1.22680 1.73357 0.57 0.31 -1.01
N -2.05348 0.77020 -1.37597 -2.79 1.44 1.55
N -2.91693 1.23639 -0.84923 2.68 -1.44 -1.63
C 0.55404 1.09844 0.49471 0.06 -2.31 2.54
H -0.37438 -1.67129 -0.50784 -1.16 -0.25 0.56
H -0.45495 0.92993 0.87034 -0.20 0.17 0.51
H 0.39107 1.40830 -0.46850 0.35 0.75 -2.74
```
Forces are in eV/Å.

Multiplicity: 1
Total charge: -1
Gap between HOMO and LUMO, eV: 7.41
LUMO level, hartree: 0.1509

---

Entry 7:
A gas-phase ion, CH3N2O3S (charge -1), computed with the ωB97M-V functional and the def2-TZVPD basis.

Structure (XYZ):
```
10
Properties=species:S:1:pos:R:3:forces:R:3
S 0.47816 1.09499 2.22704 -0.57 -2.79 1.52
O 1.49874 0.50809 3.11642 -0.40 1.19 -0.89
O 0.21584 2.49562 2.29710 0.58 1.66 0.14
O -0.82296 0.32982 2.38926 1.11 0.65 0.06
N -0.15421 -0.49580 -1.11882 0.64 -0.69 -3.53
N -0.10346 -0.08686 0.10829 -4.58 -2.61 0.89
C 0.87524 0.62493 0.56967 3.17 2.78 2.53
H -0.68942 -0.15243 0.98617 -1.63 -1.15 -0.96
H 1.68250 0.89249 -0.01423 1.63 0.68 -0.76
H -1.04629 -0.90822 -1.42161 0.05 0.29 1.01
```
Forces are in eV/Å.

Multiplicity: 3
Total charge: -1
Gap between HOMO and LUMO (alpha / beta), eV: 5.78 / 8.31
LUMO level (alpha / beta), hartree: 0.1541 / 0.1102

---

Entry 8:
3 unconnected molecules or ions with the total composition CH3N2O4, computed with the ωB97M-V functional and the def2-TZVPD basis.

Structure (XYZ):
```
10
Properties=species:S:1:pos:R:3:forces:R:3
O 0.87940 0.26681 -1.62383 1.08 1.15 -0.10
O -2.34378 0.12370 1.27334 1.69 -0.08 -1.15
O -1.63496 -1.32903 -0.16591 -0.16 -0.60 -0.25
O 0.78016 -1.33131 -0.07511 2.37 -0.29 -0.22
N -0.42760 0.50033 0.20627 -1.34 2.27 1.38
N -1.43844 -0.24483 0.44763 -2.92 0.77 1.77
C 0.50457 -0.08965 -0.54067 -0.27 -2.66 -1.95
H -0.12634 -1.68337 -0.16387 -0.70 -0.92 0.34
H 2.29034 2.02190 0.43777 -2.45 -0.78 -0.72
H 1.51664 1.76544 0.20438 2.69 1.13 0.90
```
Forces are in eV/Å.

Multiplicity: 1
Total charge: -1
Gap between HOMO and LUMO, eV: 9.58
LUMO level, hartree: 0.1574

---

Entry 9:
A gas-phase ion, CH3N2O5S (charge -1), computed with the ωB97M-V functional and the def2-TZVPD basis.

Structure (XYZ):
```
12
Properties=species:S:1:pos:R:3:forces:R:3
S -0.13313 1.42204 -0.93854 0.13 0.40 -0.90
O -0.51308 -1.10333 -1.14711 0.29 0.69 0.05
O 0.99211 0.78731 -1.67068 -0.05 -0.16 -0.39
O -1.41749 3.69338 -1.51881 -0.67 0.53 0.00
O -1.50476 2.14886 -3.25143 -0.31 0.68 1.12
O 0.33042 2.18244 0.20970 -0.11 0.15 0.99
N -1.05863 -0.10974 -0.29484 0.05 1.38 -0.69
N -0.55691 -0.17919 1.01867 2.21 -1.39 1.72
C -1.38103 2.74498 -2.21643 0.42 -0.46 -1.71
H 0.10137 -0.47417 -1.68643 0.12 -1.78 0.29
H 0.26292 -0.89316 1.04531 -1.56 1.62 -0.29
H -0.13335 0.78663 1.23720 -0.52 -1.66 -0.19
```
Forces are in eV/Å.

Multiplicity: 1
Total charge: -1
Gap between HOMO and LUMO, eV: 8.37
LUMO level, hartree: 0.1431

---

Entry 10:
A single CH3N2OP molecule, computed with the ωB97M-V functional and the def2-TZVPD basis.

Structure (XYZ):
```
8
Properties=species:S:1:pos:R:3:forces:R:3
P -2.78684 -0.35849 0.13084 2.46 -1.43 -0.44
O -2.86570 1.08617 0.10064 -0.32 1.08 -0.10
N -0.46535 -1.03483 -0.94668 -1.30 -0.86 -1.24
N -0.86424 -0.67965 0.38260 -1.15 0.08 1.68
C -0.05979 0.19318 -0.43674 0.37 0.93 -0.26
H -0.39389 -1.17754 1.14112 -0.11 0.14 -0.06
H 0.98684 0.30959 -0.15823 0.06 0.01 0.23
H -0.54425 1.11822 -0.75266 0.00 0.05 0.18
```
Forces are in eV/Å.

Multiplicity: 1
Gap between HOMO and LUMO (alpha / beta), eV: 7.31 / 7.31
LUMO level (alpha / beta), hartree: -0.0280 / -0.0280

---

Entry 11:
2 unconnected molecules or ions with the total composition CH3N2OP, computed with the ωB97M-V functional and the def2-TZVPD basis.

Structure (XYZ):
```
8
Properties=species:S:1:pos:R:3:forces:R:3
P 2.27907 -0.20077 0.42238 -0.38 1.38 0.66
O 2.47787 -1.17131 -0.62779 0.27 -1.06 -0.98
N -1.75348 -0.49973 0.30747 -0.50 -1.87 -0.27
N 1.33480 2.35175 -0.86924 0.59 -0.63 0.26
C 1.89232 1.41489 -0.47328 -0.61 0.31 0.02
H -1.76757 -0.49811 1.34944 -0.21 -0.32 -1.27
H -2.51614 0.10482 -0.01892 0.43 -0.39 0.23
H -1.94687 -1.50154 -0.09007 0.40 2.57 1.35
```
Forces are in eV/Å.

Multiplicity: 1
Gap between HOMO and LUMO, eV: 8.71
LUMO level, hartree: -0.0606

---

Entry 12:
2 unconnected molecules or ions with the total composition CH3N2OS, computed with the ωB97M-V functional and the def2-TZVPD basis.

Structure (XYZ):
```
8
Properties=species:S:1:pos:R:3:forces:R:3
S 1.68848 0.17839 1.95266 0.78 -0.48 1.57
O -1.45396 1.54921 0.42740 2.91 -0.59 0.11
N 1.03146 -0.97756 -0.30180 -0.42 0.08 0.92
N 1.07043 -0.04152 0.46910 -0.70 1.03 -2.15
C 0.44691 -1.80950 -1.01143 -0.13 -0.50 0.41
H 1.10813 -2.22982 -1.75017 0.37 -0.13 -0.74
H -2.00469 0.98641 -0.08762 -0.82 -0.69 -0.63
H -0.52985 1.06812 0.32518 -1.99 1.29 0.51
```
Forces are in eV/Å.

Multiplicity: 1
Total charge: -1
Gap between HOMO and LUMO, eV: 7.00
LUMO level, hartree: 0.1514

---

Entry 13:
A gas-phase ion, CH3N2OS (charge +1), computed with the ωB97M-V functional and the def2-TZVPD basis.

Structure (XYZ):
```
8
Properties=species:S:1:pos:R:3:forces:R:3
S 2.20094 -0.86033 1.10107 0.73 1.52 -3.54
O 0.85846 -1.28756 1.81048 0.31 -0.43 0.77
N 1.34022 -0.40456 -0.33942 1.29 -0.39 3.69
N -0.21901 -1.11084 1.17547 -3.46 0.08 -0.53
C -0.09156 -0.32059 -0.02094 2.54 4.66 2.38
H 1.64678 -0.41155 -1.29129 0.81 -0.29 -0.27
H -0.43438 -0.73045 -0.87309 -2.87 -1.39 -2.38
H -0.45271 0.93525 0.13275 0.64 -3.77 -0.12
```
Forces are in eV/Å.

Multiplicity: 1
Total charge: +1
Gap between HOMO and LUMO (alpha / beta), eV: 8.81 / 7.01
LUMO level (alpha / beta), hartree: -0.2370 / -0.2884

---

Entry 14:
2 unconnected molecules or ions with the total composition CH3N2PS, computed with the ωB97M-V functional and the def2-TZVPD basis.

Structure (XYZ):
```
8
Properties=species:S:1:pos:R:3:forces:R:3
S -1.60149 1.42604 -0.42347 -0.13 0.46 -0.07
P 0.24534 -0.35335 1.77986 -2.24 -2.25 -2.32
N -0.66453 -0.52309 -2.11103 0.93 -2.07 -2.41
N 1.60026 0.36398 1.93194 1.70 1.38 1.59
C -1.05817 0.36354 -1.44214 -0.36 -0.18 -0.24
H -0.46449 -1.14520 -2.96576 -0.67 2.04 2.45
H 1.73562 0.76249 2.86705 0.78 0.19 -0.59
H 0.20745 -0.89441 0.36354 0.00 0.44 1.60
```
Forces are in eV/Å.

Multiplicity: 3
Gap between HOMO and LUMO (alpha / beta), eV: 7.29 / 7.37
LUMO level (alpha / beta), hartree: 0.0288 / -0.0794

---

Entry 15:
A gas-phase ion, CH3N2S (charge +1), computed with the ωB97M-V functional and the def2-TZVPD basis.

Structure (XYZ):
```
7
Properties=species:S:1:pos:R:3:forces:R:3
S -0.38953 1.53223 -1.15919 0.74 1.11 -1.02
N 0.80488 -0.25412 0.65796 -0.97 -3.62 1.96
N -1.34371 0.22281 -0.45575 -1.44 -3.36 -0.63
C -0.05411 0.26728 -0.13881 1.50 0.73 1.63
H 1.71753 0.00902 0.85797 2.03 1.94 -0.73
H 0.76903 -1.13251 1.30589 -1.52 1.65 -1.87
H -1.50409 -0.64472 -1.06807 -0.34 1.54 0.65
```
Forces are in eV/Å.

Multiplicity: 1
Total charge: +1
Gap between HOMO and LUMO, eV: 9.97
LUMO level, hartree: -0.1893

---

Entry 16:
2 unconnected molecules or ions with the total composition CH3N3O, computed with the ωB97M-V functional and the def2-TZVPD basis.

Structure (XYZ):
```
8
Properties=species:S:1:pos:R:3:forces:R:3
O -1.18179 0.68714 1.67142 0.50 -0.92 1.75
N -1.33200 1.37623 0.75463 -1.21 1.80 -3.29
N 0.06463 -1.25023 -0.13098 -0.70 -0.95 2.72
N -1.55543 1.99591 -0.16661 0.68 -0.86 1.61
C 0.92436 -0.60559 -0.75046 -0.86 -0.14 -2.76
H 0.80614 -0.32671 -1.81513 -0.59 -0.09 0.47
H 0.40312 -1.46527 0.87550 -0.65 0.37 -2.00
H 1.87097 -0.41149 -0.43837 2.85 0.80 1.50
```
Forces are in eV/Å.

Multiplicity: 1
Gap between HOMO and LUMO, eV: 11.38
LUMO level, hartree: 0.0403

---

Entry 17:
2 unconnected molecules or ions with the total composition CH3N3O, computed with the ωB97M-V functional and the def2-TZVPD basis.

Structure (XYZ):
```
8
Properties=species:S:1:pos:R:3:forces:R:3
O -2.28725 1.24169 -0.17615 0.45 3.64 -0.37
N -2.32051 0.12316 0.05428 -0.68 -2.81 -0.06
N 0.54030 -0.36057 0.17141 -1.40 1.59 2.13
N -2.43678 -0.97378 0.18493 0.13 -0.86 0.45
C 1.66379 0.15431 0.10243 0.77 3.51 1.35
H 1.94469 1.15202 0.65342 -0.66 -2.00 -0.79
H 0.53997 -1.12839 -0.40769 -0.44 -2.45 -1.68
H 2.35579 -0.20844 -0.58262 1.82 -0.61 -1.03
```
Forces are in eV/Å.

Multiplicity: 1
Gap between HOMO and LUMO, eV: 11.58
LUMO level, hartree: 0.0407

---

Entry 18:
2 unconnected molecules or ions with the total composition CH3N3O2, computed with the ωB97M-V functional and the def2-TZVPD basis.

Structure (XYZ):
```
9
Properties=species:S:1:pos:R:3:forces:R:3
O 1.86332 -0.66176 2.37367 -0.25 1.12 0.96
O 1.93275 1.76480 -0.05661 0.29 1.53 0.38
N 0.08458 0.36616 -0.47756 -2.97 -2.50 -1.02
N -0.73895 0.00142 0.37634 -0.77 0.65 0.02
N 1.41397 1.14564 1.01031 0.06 3.23 0.38
C 1.69304 0.38822 1.83263 1.89 -4.80 1.22
H -1.61799 -0.58370 0.18550 1.68 0.14 -0.94
H 0.01717 -0.09103 -1.42077 -0.68 0.12 0.29
H 1.09083 2.21808 -0.22854 0.75 0.50 -1.28
```
Forces are in eV/Å.

Multiplicity: 1
Gap between HOMO and LUMO, eV: 9.43
LUMO level, hartree: 0.0060

---

Entry 19:
A single CH3N3O2 molecule, computed with the ωB97M-V functional and the def2-TZVPD basis.

Structure (XYZ):
```
9
Properties=species:S:1:pos:R:3:forces:R:3
O 1.66742 -0.14137 -0.16923 2.53 0.59 -0.76
O -1.11412 1.32948 -0.03053 -0.58 -0.75 0.40
N 0.73311 -1.00353 0.07951 -2.62 -1.34 1.16
N -1.43820 0.12695 0.19790 -2.43 0.23 -1.11
N 1.63717 1.18221 -0.18091 -1.96 0.98 0.65
C -0.60773 -0.90710 0.35381 3.46 0.55 -1.75
H -2.46857 -0.17786 -0.01620 2.03 0.85 0.83
H 2.56409 1.50061 -0.47539 0.31 -1.00 -0.03
H -0.97317 -1.90940 0.24103 -0.74 -0.11 0.62
```
Forces are in eV/Å.

Multiplicity: 1
Gap between HOMO and LUMO (alpha / beta), eV: 8.11 / 8.73
LUMO level (alpha / beta), hartree: -0.0274 / -0.0096

---

Entry 20:
2 unconnected molecules or ions with the total composition CH3N3O2S, computed with the ωB97M-V functional and the def2-TZVPD basis.

Structure (XYZ):
```
10
Properties=species:S:1:pos:R:3:forces:R:3
S -1.79476 0.24305 -0.05024 0.67 -0.26 -2.27
O -1.35401 -0.97259 0.57353 -0.63 1.02 -0.30
O -2.00210 0.31181 -1.49176 0.06 -0.52 1.78
N -1.93701 1.47786 0.76293 -0.02 -0.17 0.98
N 1.31661 0.08574 -0.74867 -2.89 3.60 -3.78
N 2.17036 -1.27256 0.97638 -0.37 0.88 0.86
C 1.69915 -0.65527 0.05218 2.88 -2.92 3.17
H 1.78633 0.72439 -1.36036 0.16 -0.18 -0.01
H -2.25898 2.28305 0.23738 0.01 -0.13 -0.24
H 2.37442 -2.22548 1.04864 0.13 -1.32 -0.18
```
Forces are in eV/Å.

Multiplicity: 1
Gap between HOMO and LUMO, eV: 10.17
LUMO level, hartree: -0.0034

---

Here are the calculated energy above the lowest of the compared OMol25 structures with the same formula, charge and spin numbers, same order: 266.4, 886.8, 468.0, 83.2, 199.7, 107.7, 167.7, 164.3, 89.8, 330.2, 124.7, 73.0, 343.7, 13.8, 29.1, 306.6, 314.1, 649.8, 851.5, 202.4 (kJ/mol).